Formula: C2H6N2
Source: OMol25
Level of theory: ωB97M-V/def2-TZVPD

## Properties
Relative energy (zero: lowest compared OMol25 entry of this formula, charge and spin): 178.53 kcal per mole
Highest occupied orbital energy: -8.03 eV
Frontier orbital gap: 5.16 eV

Structure (XYZ):
```
10
C2H6N2 (ωB97M-V/def2-TZVPD)
H 0.0991 -1.5207 0.6639
H -1.2229 -0.1455 -1.0985
H 1.9301 -0.4082 -0.8066
N 1.5987 -1.0170 -0.0404
C 0.4118 -0.4805 0.4716
H 0.5461 0.1437 1.3545
N -1.5806 0.9870 0.1256
C -0.4556 0.3959 -0.5111
H -1.2637 1.8301 0.6359
H 0.1391 1.0448 -1.1676
```